Record 1
23
Properties=species:S:1:pos:R:3:mulliken_charge:R:1 method="wB97M-V/def2-TZVPD" e_lumo_ev=1.10 e_tot_ev=-7513.700 fmax_ev_per_a=6.2 relative_energy_ev=5.197 homo_lumo_gap_ev=11.3 homo_ev=-10.21
C 0.63586 0.62085 -3.43153 -0.50
C 1.51148 1.21404 -2.59397 -0.45
C 0.91451 1.51274 2.20446 -1.11
C 0.84062 0.17483 1.50168 -0.39
C -0.55148 0.00704 0.91329 -0.39
C -0.88069 -1.54847 0.66005 -0.23
C -2.14116 -1.91764 0.03093 -1.04
H -0.39457 0.75502 -3.22217 0.22
H 0.78734 0.08497 -4.33829 0.27
H 1.29878 1.79611 -1.78657 0.33
H 2.90170 1.04773 -2.57297 0.13
H 0.24423 2.54667 1.77474 0.22
H 0.51806 1.44417 3.31369 0.33
H 2.00230 1.82327 2.13916 0.33
H 0.78737 -0.61261 2.27021 0.24
H 1.37350 -0.09782 0.58723 0.39
H -1.19214 0.47462 1.64023 0.38
H -0.66769 0.59186 -0.18445 0.07
H -0.66734 -2.04767 1.75303 0.24
H 0.09320 -2.05599 0.01634 0.17
H -2.02096 -1.33053 -0.89503 0.23
H -2.33756 -3.01846 -0.30944 0.29
H -3.05535 -1.46474 0.52940 0.26

Record 2
23
Properties=species:S:1:pos:R:3:mulliken_charge:R:1 method="wB97M-V/def2-TZVPD" e_lumo_ev=0.09 e_tot_ev=-26589.340 fmax_ev_per_a=4.2 relative_energy_ev=2.829 homo_lumo_gap_ev=8.3 homo_ev=-8.25
O 0.92450 -0.11456 -2.06225 -0.41
C -0.05340 -0.75446 -1.88622 -0.31
C -1.06605 -0.76840 -0.79134 0.92
C -2.16151 -1.59051 -0.79668 -0.52
C -3.00800 -1.53937 0.23050 -0.43
C -2.89155 -0.62092 1.23439 -0.60
C -1.77127 0.24373 1.24692 -0.40
C -0.91419 0.23095 0.19345 -0.38
H -0.44387 -1.40640 -2.72441 0.22
H -2.19861 -2.41541 -1.57256 0.24
H -3.82050 -2.21565 0.18439 0.39
H -3.59810 -0.55695 2.00080 0.44
H -1.69454 1.00793 1.99571 0.41
H -0.28478 1.04458 -0.05224 0.39
C 2.66615 1.48435 0.03141 -1.10
C 2.74891 -0.05892 0.06920 0.32
Cl 1.88918 -0.83545 1.34470 -0.20
C 3.57370 -0.69452 -0.70372 0.34
N 4.39081 -1.31723 -1.34143 -0.58
H 1.76675 2.02825 0.08022 0.32
H 3.37878 1.93931 0.73080 0.33
H 3.06432 1.54984 -0.92929 0.34
H 4.08023 -1.84160 -2.10274 0.27

Record 3
9
Properties=species:S:1:pos:R:3:mulliken_charge:R:1 method="wB97M-V/def2-TZVPD" e_lumo_ev=4.25 e_tot_ev=-15523.591 fmax_ev_per_a=5.9 relative_energy_ev=0.789 homo_lumo_gap_ev=8.3 total_charge=-1 homo_ev=-4.07
C 1.24926 -0.38096 0.55819 -0.59
C 0.43267 0.55389 0.09997 -0.19
O -1.54854 -1.40869 -0.17391 -0.65
O -2.03941 1.13607 0.19095 -0.71
P -1.19461 -0.01196 -0.31134 0.38
H 2.19999 -0.22100 1.11954 0.21
H 1.25165 -1.46682 0.34939 0.20
H 0.56298 1.56925 0.25416 0.37
H -0.91400 0.23021 -2.08695 -0.02

Record 4
17
Properties=species:S:1:pos:R:3:mulliken_charge:R:1 method="wB97M-V/def2-TZVPD" e_lumo_ev=-2.94 e_tot_ev=-7862.070 fmax_ev_per_a=6.4 relative_energy_ev=4.278 homo_lumo_gap_ev=11.1 total_charge=+1 homo_ev=-13.99
C 2.88642 -0.39384 -0.16288 -0.73
C 1.64267 -0.20358 -0.00767 -0.10
C 0.24518 -0.95986 0.96496 -0.55
N -0.58117 -0.83438 -0.26886 0.05
C -2.08362 -0.65383 -0.29107 -0.75
C 0.26979 0.27437 0.08506 1.40
C -0.18573 1.66739 0.07438 -1.58
H 3.29732 0.30383 -1.01064 0.22
H 3.48234 -1.17869 0.24412 0.33
H -0.03912 -0.97108 2.02352 0.29
H -0.36706 -1.37793 -1.07759 0.34
H -2.57019 -0.85783 0.61358 0.33
H -2.37592 0.43630 -0.57971 0.25
H -2.51461 -1.40642 -0.95433 0.34
H 0.62742 2.49703 0.14210 0.35
H -0.80124 1.79685 0.91614 0.46
H -0.93248 1.86166 -0.71111 0.34

Record 5
14
Properties=species:S:1:pos:R:3:mulliken_charge:R:1 method="wB97M-V/def2-TZVPD" multiplicity=2 e_lumo_ev="2.95 / 3.25" e_tot_ev=-21049.897 fmax_ev_per_a=0.9 s2=0.75 relative_energy_ev=0.000 homo_lumo_gap_ev="4.0 / 10.2" total_charge=-1 homo_ev="-1.01 / -6.93"
Li 2.44992 -9.26217 -1.67680 -0.32
Cl 2.82134 -11.04016 -3.43978 -0.52
O 2.43666 -11.88723 -6.68079 -0.62
H 2.70496 -11.83941 -5.76320 0.25
H 2.49046 -10.98431 -6.99393 0.35
O 1.75980 -13.82292 -1.81329 -0.61
H 0.84945 -14.11784 -1.79043 0.29
H 1.72092 -12.95515 -2.21539 0.29
O 5.86913 -11.78899 -3.29388 -0.66
H 4.94093 -11.58559 -3.17852 0.32
H 6.30462 -11.34308 -2.56742 0.29
O 2.86707 -8.96177 -5.93943 -0.67
H 3.73348 -8.77896 -5.57591 0.34
H 2.49713 -9.62461 -5.35632 0.26

Record 6
117
Properties=species:S:1:pos:R:3:mulliken_charge:R:1 method="wB97M-V/def2-TZVPD" e_lumo_ev=2.10 e_tot_ev=-130848.404 fmax_ev_per_a=5.4 homo_lumo_gap_ev=7.5 total_charge=-1 homo_ev=-5.42
C -2.39908 1.81183 -1.98112 -0.71
C -1.06649 2.09712 -2.74970 0.17
O -1.16859 2.62192 -3.86898 -0.64
N 0.26569 1.80287 -2.25389 0.25
Ga 0.78378 2.98420 -0.77546 0.27
C -0.75951 4.33180 -0.42120 -0.87
C -0.41246 5.37393 0.72133 -0.73
C 0.62502 6.46306 0.17964 -0.41
C 1.98201 6.44549 1.02073 -0.56
S 3.51313 6.03117 0.08109 1.08
O 4.56690 6.98406 0.54956 -0.69
O 3.98403 4.66054 0.40691 -0.54
O 3.34648 6.26354 -1.54269 -0.46
C 0.29625 0.41010 -1.93392 0.45
C 1.15284 -0.26154 -0.81055 -0.53
O -0.40490 -0.34810 -2.65289 -0.67
H -3.06545 2.72556 -2.00864 0.25
H -2.26840 1.55873 -0.89178 0.24
H -2.98902 0.99630 -2.48929 0.28
H 2.05587 3.84875 -1.30020 -0.29
H 1.16714 2.24191 0.58120 -0.26
H -1.64895 3.73645 -0.04353 0.24
H -0.98422 4.82060 -1.41728 0.40
H -0.02732 4.84152 1.63839 0.33
H -1.37040 5.91487 0.99261 0.33
H 0.75728 6.28499 -0.92133 0.29
H 0.15603 7.47025 0.35228 0.32
H 1.89255 5.75788 1.91105 0.19
H 2.14276 7.48716 1.42924 0.35
H 2.67030 5.62913 -1.88625 0.42
H 1.88181 0.40657 -0.29832 0.29
H 0.45133 -0.79271 -0.11819 -0.06
H 1.76656 -1.06981 -1.31948 0.22
C -5.82083 3.37858 -4.96963 -1.19
C -5.97590 3.00557 -3.51872 0.82
O -5.43850 3.64154 -2.62449 -0.66
N -6.74192 1.92071 -3.21890 -0.16
C -7.45301 1.04392 -4.12707 -0.83
H -5.18437 4.25850 -5.04555 0.31
H -5.35055 2.56238 -5.52141 0.23
H -6.79379 3.61555 -5.40509 0.39
H -6.79872 1.73234 -2.22930 0.22
H -8.51587 1.06926 -3.87522 0.28
H -7.08196 0.02613 -3.99124 0.27
H -7.32160 1.33826 -5.16478 0.33
C 2.75607 -0.39532 3.99322 -1.48
C 1.81509 -0.96897 2.96521 0.63
O 1.76802 -0.54752 1.81792 -0.41
N 0.99724 -1.98708 3.33968 0.15
C 0.89098 -2.62902 4.63150 -0.97
H 3.33655 0.40588 3.53857 0.31
H 2.19344 0.01910 4.83169 0.42
H 3.44538 -1.16584 4.34655 0.35
H 0.39930 -2.31669 2.59354 -0.02
H 1.10888 -3.69227 4.50988 0.24
H -0.13414 -2.51880 4.99210 0.27
H 1.57685 -2.20000 5.35814 0.43
C -3.10874 -4.56320 2.49351 -1.60
C -1.95035 -3.87299 1.82361 0.96
O -0.78223 -4.14812 2.09325 -0.56
N -2.22364 -2.92270 0.89643 0.03
C -3.51719 -2.45655 0.43939 -0.96
H -2.72680 -5.29340 3.20549 0.29
H -3.71840 -3.83732 3.03480 0.49
H -3.71551 -5.08735 1.75228 0.41
H -1.39643 -2.50593 0.49073 0.03
H -3.58614 -2.62530 -0.63654 0.30
H -3.58848 -1.38482 0.63424 0.31
H -4.33522 -2.96959 0.93843 0.37
C 3.71802 5.62696 7.13108 -1.25
C 3.37658 4.88622 5.86326 0.85
O 2.68594 3.87645 5.86955 -0.66
N 3.86315 5.37545 4.69264 -0.13
C 4.69164 6.54685 4.48397 -0.82
H 3.25960 5.11704 7.97691 0.28
H 4.79934 5.64228 7.28041 0.35
H 3.32970 6.64640 7.08943 0.34
H 3.59522 4.82927 3.88525 0.14
H 4.16288 7.22912 3.81569 0.24
H 5.61981 6.22963 4.00544 0.29
H 4.92049 7.05759 5.41616 0.37
C -2.67886 -2.40057 -7.30891 -1.27
C -3.33523 -1.08334 -6.98555 0.86
O -4.51435 -0.86283 -7.24865 -0.69
N -2.58097 -0.13094 -6.38666 -0.06
C -1.18375 -0.19439 -5.99607 -0.65
H -3.40784 -3.05616 -7.78318 0.29
H -1.84787 -2.24883 -8.00011 0.35
H -2.32458 -2.88014 -6.39472 0.33
H -3.08707 0.72233 -6.20078 0.12
H -1.12074 -0.02654 -4.91974 0.15
H -0.64543 0.60261 -6.51264 0.26
H -0.73194 -1.15298 -6.23894 0.34
C -0.76909 -9.10986 -0.47694 -1.32
C -1.44281 -7.79590 -0.17536 0.85
O -2.61990 -7.59014 -0.45591 -0.69
N -0.70655 -6.82923 0.42360 0.08
C 0.68386 -6.87186 0.83348 -0.84
H -1.48522 -9.77747 -0.95400 0.31
H 0.06923 -8.95659 -1.15880 0.35
H -0.42195 -9.57696 0.44656 0.33
H -1.22269 -5.97982 0.59354 0.01
H 0.72967 -6.68977 1.90830 0.20
H 1.21704 -6.07619 0.31691 0.28
H 1.15186 -7.82655 0.60753 0.40
C 3.78431 -3.49917 0.95758 -0.82
C 4.21323 -4.91519 1.24252 0.56
O 3.47559 -5.87042 1.03915 -0.60
N 5.46386 -5.11458 1.74194 -0.17
C 6.47610 -4.12502 2.04878 -0.86
H 2.76813 -3.50362 0.56669 0.15
H 3.79775 -2.90732 1.87468 0.17
H 4.44001 -3.04842 0.21021 0.44
H 5.67915 -6.08640 1.90729 0.25
H 7.36714 -4.34235 1.45578 0.29
H 6.72958 -4.20253 3.10840 0.27
H 6.13747 -3.11521 1.83269 0.34